Entry a
Density functional theory data (the ωB97M-V functional and the def2-TZVPD basis) for CH3NOS as an isolated structure.

Output
2S+1 = 1
Frontier orbital gap = 8.474 eV

```
7
Properties=species:S:1:pos:R:3:lowdin_charge:R:1
C -0.31686 0.13492 -0.83224 -0.469
H -0.95340 -0.74773 1.73783 0.108
H 1.46320 -0.02995 -0.42828 0.155
H 0.25016 0.02864 -1.79105 0.131
N 0.51469 -0.03845 0.19525 -0.569
O -1.51446 0.44802 -0.71190 -0.029
S 0.55668 0.20456 1.83039 0.673
```



Entry b
Density functional theory data (the ωB97M-V functional and the def2-TZVPD basis) for a 2-piece molecular cluster, CH3NOS overall.

Output
2S+1 = 1
Frontier orbital gap (alpha / beta) = 8.566 / 8.305 eV

```
7
Properties=species:S:1:pos:R:3:lowdin_charge:R:1
C 1.12106 -0.09462 -0.16239 0.188
N -0.53647 1.02858 -0.34703 -0.290
O -1.21581 -0.64472 1.50096 -0.582
S -1.40533 0.72180 1.00217 0.719
H 1.94706 0.44010 -0.49960 -0.020
H 1.11149 -0.47112 0.84218 -0.015
H -2.58476 0.66933 0.27790 0.000
```



Entry c
Density functional theory data (the ωB97M-V functional and the def2-TZVPD basis) for one molecule with the formula CH3NOS.

Output
2S+1 = 1
Frontier orbital gap = 10.216 eV
Structure (SMILES) = NSC=O

```
7
Properties=species:S:1:pos:R:3:lowdin_charge:R:1
N 1.34828 -0.70270 0.00043 -0.399
S -0.26586 -1.12843 -0.13114 0.836
C -1.29086 0.35230 0.03583 -0.620
O -2.46613 0.41373 -0.08642 -0.006
H 1.60726 0.02195 0.74585 0.069
H 1.56571 -0.15544 -0.84337 0.024
H -0.49839 1.19860 0.27881 0.096
```



Entry d
Density functional theory data (the ωB97M-V functional and the def2-TZVPD basis) for one molecule with the formula CH3NOS.

Output
2S+1 = 1
Frontier orbital gap = 9.750 eV
Structure (SMILES) = SN1CO1

```
7
Properties=species:S:1:pos:R:3:lowdin_charge:R:1
S -1.89597 -0.06136 -0.17832 0.697
N -0.36592 -0.49897 0.61731 -0.407
C 0.96324 0.04509 -0.14520 -0.152
O 0.47623 -1.24330 -0.29758 -0.203
H -1.77993 1.02035 0.60297 -0.137
H 0.67046 0.77268 -0.93947 0.100
H 1.93189 -0.03449 0.34029 0.103
```



Unit: eV. Relative energies: entry a 1.865; entry b 6.047; entry c 0.000; entry d 3.114.



Entry a
Density functional theory data (the ωB97M-V functional and the def2-TZVPD basis) for a 2-piece molecular cluster, C10H16 overall.

Output
2S+1 = 1
Frontier orbital gap = 9.849 eV
Structure (SMILES) = Cc1ccccc1.CCC

```
26
Properties=species:S:1:pos:R:3:lowdin_charge:R:1
C 1.48800 -0.04770 -1.89622 -0.088
C 1.06049 1.35051 -1.68572 -0.299
C 1.90613 2.38320 -2.25787 -0.026
C 1.45436 3.69253 -2.01640 -0.089
C 0.28561 4.00250 -1.26922 -0.076
C -0.45757 2.95120 -0.74185 -0.082
C -0.10527 1.60404 -0.98340 -0.055
H 2.52248 -0.29014 -2.25414 0.089
H 0.75331 -0.58501 -2.50381 0.081
H 1.50545 -0.56232 -0.90861 0.078
H 2.85055 2.14966 -2.81490 0.120
H 2.21842 4.44159 -2.11216 0.089
H 0.06324 4.97005 -1.10958 0.056
H -1.35256 3.12255 -0.22443 0.080
H -0.85795 0.86970 -0.59002 0.124
C -0.60179 -1.66428 2.28583 -0.177
C -0.73198 -3.16902 2.11441 -0.309
C -2.28191 -3.45876 1.91410 -0.109
H -0.85447 -1.39016 3.41355 0.119
H 0.48841 -1.46759 1.90632 0.091
H -1.03180 -0.91695 1.65899 0.024
H -0.31012 -3.43022 3.09057 0.083
H -0.14383 -3.75444 1.23725 0.138
H -2.63804 -3.66644 2.83933 0.020
H -2.49936 -4.46227 1.53858 0.067
H -2.72981 -2.67223 1.36940 0.054
```



Entry b
Density functional theory data (the ωB97M-V functional and the def2-TZVPD basis) for a 2-piece molecular cluster, C10H16 overall.

Output
2S+1 = 1
Frontier orbital gap = 10.018 eV
Structure (SMILES) = Cc1ccccc1.CCC

```
26
Properties=species:S:1:pos:R:3:lowdin_charge:R:1
C -1.59433 1.45295 2.13098 -0.046
C -0.35447 1.70724 1.28240 -0.252
C 0.22908 3.01434 1.19485 -0.019
C 1.50348 3.15169 0.64471 -0.081
C 2.17201 2.07607 0.05917 -0.107
C 1.53521 0.85915 0.02553 -0.102
C 0.26109 0.70536 0.55935 -0.069
H -1.24385 1.17040 3.13154 0.092
H -2.36017 0.89525 1.59164 0.076
H -2.20050 2.31437 2.31216 0.057
H -0.25540 3.80973 1.68309 0.088
H 1.95147 4.02347 0.48813 0.052
H 3.21874 2.12605 -0.32515 0.116
H 2.24440 0.08838 -0.42965 0.124
H -0.31787 -0.17736 0.61999 0.060
C -1.39016 -2.23651 -0.46883 -0.118
C -0.06619 -2.03686 -1.22361 -0.338
C 0.22036 -3.01179 -2.36457 -0.129
H -2.16576 -2.79756 -1.00158 0.071
H -1.80810 -1.25828 -0.20857 0.054
H -1.20557 -2.90415 0.35187 0.065
H 0.01957 -1.07128 -1.73040 0.090
H 0.79903 -2.14027 -0.45324 0.124
H -0.08109 -3.95968 -2.05481 0.038
H -0.43776 -2.79593 -3.15913 0.052
H 1.32680 -3.00478 -2.65590 0.102
```



Unit: eV. Relative energies: entry a 0.914; entry b 0.000.



Entry a
Density functional theory data (the ωB97M-V functional and the def2-TZVPD basis) for a 2-piece molecular cluster, C10H16 overall.

Output
2S+1 = 1
Frontier orbital gap = 10.124 eV
Structure (SMILES) = CCc1ccccc1.CC

```
26
Properties=species:S:1:pos:R:3:lowdin_charge:R:1
C 2.92383 0.48995 -1.55210 -0.136
C 2.66416 0.59460 -0.08913 -0.230
C 1.11577 0.84775 0.19238 -0.245
C 0.23583 -0.25420 0.31379 -0.038
C -0.99597 0.05024 0.82571 -0.132
C -1.47658 1.30034 1.11001 -0.092
C -0.59596 2.39656 0.98063 -0.069
C 0.72090 2.07324 0.56834 -0.102
H 3.82332 -0.19511 -1.80308 0.095
H 3.00727 1.50982 -2.02459 0.092
H 2.10283 -0.10830 -1.98796 0.070
H 3.06500 -0.33409 0.48161 0.135
H 3.08028 1.46965 0.42673 0.082
H 0.58800 -1.15329 0.02234 0.077
H -1.55587 -0.88514 0.99504 0.092
H -2.46636 1.51696 1.53061 0.107
H -0.75278 3.55425 0.95011 0.135
H 1.67600 2.77860 0.70567 0.148
C -2.26848 -2.29614 -1.10433 -0.205
C -2.21716 -3.62400 -0.36442 -0.177
H -2.75428 -1.33386 -0.57703 0.095
H -1.30443 -1.90735 -1.37595 0.036
H -2.81005 -2.44232 -2.07177 0.068
H -1.74882 -3.35917 0.57777 0.044
H -1.51004 -4.17444 -0.94852 0.043
H -3.07827 -4.40629 -0.18624 0.107
```



Entry b
Density functional theory data (the ωB97M-V functional and the def2-TZVPD basis) for a 2-piece molecular cluster, C10H16 overall.

Output
2S+1 = 1
Frontier orbital gap = 10.097 eV
Structure (SMILES) = CCc1ccccc1.CC

```
26
Properties=species:S:1:pos:R:3:lowdin_charge:R:1
C -0.24822 1.85683 -0.90275 -0.112
C -1.48409 0.97336 -0.80674 -0.176
C -1.10325 -0.51344 -0.90895 -0.227
C -1.97604 -1.36694 -1.64025 -0.065
C -1.78360 -2.70506 -1.74861 -0.084
C -0.64346 -3.29197 -1.12056 -0.101
C 0.20884 -2.52834 -0.41141 -0.081
C -0.02296 -1.11370 -0.34295 -0.044
H 0.06505 2.34839 0.03039 0.059
H -0.38424 2.68275 -1.60790 0.071
H 0.72340 1.47080 -1.20590 0.069
H -2.19108 1.12881 0.00214 0.115
H -2.07857 1.14868 -1.70554 0.096
H -2.78943 -0.88154 -2.17395 0.107
H -2.30080 -3.20572 -2.55425 0.100
H -0.46878 -4.35353 -1.25805 0.099
H 1.06893 -2.77785 0.19261 0.101
H 0.66795 -0.53089 0.25897 0.086
C 2.36220 1.22639 1.72186 -0.169
C 1.35175 1.64360 2.79656 -0.164
H 2.71580 0.20828 1.84612 0.062
H 1.83376 1.25939 0.77335 0.013
H 3.18547 1.93867 1.66787 0.067
H 1.01387 2.66427 2.59850 0.059
H 1.83230 1.67636 3.77353 0.060
H 0.44521 1.04239 2.72594 0.061
```



Entry c
Density functional theory data (the ωB97M-V functional and the def2-TZVPD basis) for a 2-piece molecular cluster, C10H16 overall.

Output
2S+1 = 1
Frontier orbital gap = 9.818 eV
Structure (SMILES) = CCc1ccccc1.CC

```
26
Properties=species:S:1:pos:R:3:lowdin_charge:R:1
C -2.20095 1.18763 -0.24921 -0.106
C -1.06224 0.92664 0.71835 -0.229
C -0.47980 -0.51021 0.84771 -0.222
C -1.33975 -1.61556 0.66891 -0.058
C -0.80014 -2.89414 0.83081 -0.122
C 0.54196 -3.08278 1.06553 -0.102
C 1.37805 -1.95709 1.22684 -0.106
C 0.92413 -0.67772 1.05399 -0.057
H -2.83948 0.35269 -0.43302 0.035
H -1.71497 1.49288 -1.30259 0.111
H -2.88713 1.89477 0.12305 0.046
H -0.13657 1.55331 0.68349 0.082
H -1.29858 1.25866 1.82928 0.143
H -2.53906 -1.47064 0.65226 0.155
H -1.40727 -3.74027 0.51669 0.099
H 1.00778 -4.08697 1.12894 0.109
H 2.45903 -2.07527 1.36859 0.104
H 1.53774 0.23238 0.97550 0.108
C 1.07746 2.72028 -1.81631 -0.185
C 1.79135 3.54555 -2.86889 -0.198
H 1.85170 2.15267 -1.22973 0.075
H 0.51554 3.34320 -1.16999 0.038
H 0.35750 1.98170 -2.37474 0.095
H 2.56617 2.98266 -3.43115 0.069
H 1.14088 3.99286 -3.70430 0.094
H 2.40637 4.27989 -2.49864 0.019
```



Entry d
Density functional theory data (the ωB97M-V functional and the def2-TZVPD basis) for a 2-piece molecular cluster, C10H16 overall.

Output
2S+1 = 1
Frontier orbital gap = 9.963 eV
Structure (SMILES) = Cc1ccccc1.CCC

```
26
Properties=species:S:1:pos:R:3:lowdin_charge:R:1
C -0.14952 1.70681 3.29194 -0.067
C 0.05107 0.43572 2.52079 -0.271
C 1.37207 -0.04730 2.38867 -0.058
C 1.72245 -0.89324 1.35906 -0.089
C 0.74785 -1.32140 0.45594 -0.102
C -0.52702 -0.81501 0.51408 -0.093
C -0.86489 0.04636 1.56514 -0.059
H -1.15334 2.10870 3.15768 0.072
H 0.52454 2.51410 2.97635 0.083
H 0.11875 1.70024 4.35246 0.076
H 2.10598 0.09730 3.17497 0.111
H 2.74193 -1.20766 1.18399 0.101
H 1.06307 -2.00388 -0.32709 0.101
H -1.32005 -1.13602 -0.14013 0.087
H -1.84439 0.51322 1.56086 0.108
C -0.68091 -1.13896 -3.31357 -0.129
C -0.98053 0.23835 -3.89401 -0.309
C -0.22241 1.33540 -3.10705 -0.115
H -1.04320 -1.10899 -2.28321 0.041
H -1.36710 -1.85696 -3.77234 0.070
H 0.37532 -1.36411 -3.40826 0.076
H -0.57665 0.25065 -4.90718 0.092
H -2.04921 0.44353 -3.86562 0.096
H 0.38956 1.93197 -3.79419 0.063
H -0.86886 2.08340 -2.67597 0.058
H 0.46606 0.88590 -2.39447 0.059
```



Unit: eV. Relative energies: entry a 1.647; entry b 0.084; entry c 0.874; entry d 0.000.



Entry a
Density functional theory data (the ωB97M-V functional and the def2-TZVPD basis) for a 2-piece molecular cluster, C10H16 overall.

Output
2S+1 = 1
Frontier orbital gap = 9.840 eV
Structure (SMILES) = CCc1ccccc1.CC

```
26
Properties=species:S:1:pos:R:3:lowdin_charge:R:1
C -2.54298 -0.35772 0.24998 -0.138
C -1.22029 -0.96415 0.02148 -0.189
C -0.30712 -0.30167 1.08941 -0.260
C -0.61648 0.80453 1.86499 -0.057
C -0.01602 1.11070 3.13598 -0.069
C 0.91195 0.15251 3.55974 -0.111
C 1.27977 -0.88308 2.68901 -0.098
C 0.82679 -0.92451 1.41002 -0.116
H -2.68623 0.69407 0.71276 0.098
H -3.16127 -1.11506 0.65935 0.071
H -2.88392 0.04466 -0.68132 0.063
H -1.16700 -2.14435 0.26419 0.159
H -0.78554 -0.91734 -1.02147 0.104
H -1.58624 1.17169 1.77060 0.049
H -0.14268 2.17043 3.56559 0.128
H 1.35918 0.35355 4.58480 0.116
H 2.16988 -1.50588 2.95608 0.117
H 1.41482 -1.52766 0.68968 0.130
C 1.59962 -0.07693 -3.18931 -0.165
C 0.72401 1.17297 -3.56392 -0.153
H 2.56160 0.24495 -2.90929 0.030
H 1.24413 -0.81089 -2.43025 0.055
H 1.76953 -0.60852 -4.14633 0.060
H 0.98533 2.15846 -3.48717 0.004
H 0.58148 1.01360 -4.73641 0.095
H -0.31234 1.04563 -3.05821 0.075
```



Entry b
Density functional theory data (the ωB97M-V functional and the def2-TZVPD basis) for a 2-piece molecular cluster, C10H16 overall.

Output
2S+1 = 1
Frontier orbital gap = 9.679 eV
Structure (SMILES) = CCc1ccccc1.CC

```
26
Properties=species:S:1:pos:R:3:lowdin_charge:R:1
C 1.43477 2.00613 1.02618 -0.076
C 0.20276 1.01965 0.99402 -0.142
C 0.32939 0.39741 -0.47826 -0.172
C -0.66575 0.71026 -1.47146 -0.039
C -0.72558 0.09409 -2.75740 -0.058
C 0.42821 -0.67135 -3.11578 -0.077
C 1.46264 -0.91641 -2.17110 -0.094
C 1.38498 -0.44666 -0.87645 -0.078
H 1.91811 2.36232 0.12476 0.079
H 2.17510 1.48843 1.43848 0.013
H 1.05340 2.80500 1.68123 0.081
H 0.49333 0.33598 1.73497 0.042
H -0.71063 1.48281 1.14208 0.081
H -1.42937 1.34201 -1.23024 0.063
H -1.65722 0.17832 -3.30477 0.095
H 0.43241 -1.17941 -4.04302 0.075
H 2.32507 -1.52752 -2.31730 0.089
H 2.08490 -0.89141 -0.15314 0.119
C -0.95015 -1.30358 2.99907 -0.130
C -2.38088 -0.88643 3.44138 -0.124
H -0.33639 -0.50337 2.62791 0.002
H -0.40087 -1.69584 3.87248 0.078
H -1.02779 -1.99436 2.21745 0.048
H -2.71813 -1.73719 4.06141 0.087
H -2.95916 -0.45888 2.69721 0.043
H -2.36514 -0.02554 3.90930 -0.001
```



Unit: eV. Relative energies: entry a 0.784; entry b 0.000.